{"formula": "C4H9NO", "method": "the ωB97M-V functional and the def2-TZVPD basis", "smiles": "CN(C)CC=O", "e_homo_ev": -8.79, "multiplicity": 1, "gap_ev": 9.79, "e_lumo_ev": 1.000, "e_above_lowest_kj_mol": 178.2, "e_tot_ev": -7830.47312, "elements": ["C", "N", "C", "C", "C", "O", "H", "H", "H", "H", "H", "H", "H", "H", "H"], "coordinates": [[0.40, 0.47, -1.52], [0.34, 0.12, -0.12], [1.21, -0.99, 0.23], [-1.01, -0.08, 0.39], [-1.19, 0.94, 1.50], [-1.15, 0.68, 2.67], [0.14, -0.37, -2.18], [1.41, 0.81, -1.78], [-0.29, 1.29, -1.71], [2.26, -0.72, 0.07], [1.09, -1.23, 1.29], [1.00, -1.90, -0.37], [-1.14, -1.08, 0.80], [-1.76, 0.07, -0.40], [-1.30, 1.99, 1.14]], "mulliken_charge": [-1.044, 0.003, -1.078, -0.653, 0.036, -0.466, 0.364, 0.306, 0.351, 0.309, 0.364, 0.365, 0.404, 0.425, 0.313]}